--- P ---
Molecular formula: C19H48CaN3O7
Method: DFT, ωB97M-V/def2-TZVPD

The geometry in XYZ format:
```
78
C19H48CaN3O7 | OMol25 | ωB97M-V/def2-TZVPD
Ca 0.726 0.838 4.170
C 2.674 -1.565 2.149
O 1.813 -0.691 2.792
H 3.513 -1.858 2.800
H 2.155 -2.508 1.916
H 3.100 -1.195 1.209
C 0.829 3.641 -6.149
O 1.025 2.910 -4.938
C 0.462 3.566 -3.820
C 0.355 2.565 -2.690
N 1.625 1.933 -2.340
C 1.431 0.694 -1.568
C 2.755 -0.037 -1.566
O 2.912 -0.629 -2.835
C 4.097 -1.391 -2.947
H 1.175 4.671 -6.003
H -0.229 3.622 -6.418
H 1.500 3.170 -6.862
H -0.540 3.911 -4.085
H 1.111 4.388 -3.497
H -0.433 1.868 -3.024
H -0.044 3.061 -1.796
H 1.952 1.629 -3.261
H 0.637 0.100 -2.040
H 1.070 0.908 -0.557
H 2.683 -0.853 -0.832
H 3.566 0.649 -1.296
H 4.030 -2.279 -2.315
H 5.008 -0.802 -2.824
H 4.129 -1.754 -3.977
C -1.451 2.724 1.546
O -0.171 2.350 2.023
C 0.885 3.092 1.418
C 2.266 2.622 1.880
N 2.314 2.477 3.339
C 3.592 2.129 3.982
C 3.539 2.316 5.488
O 2.636 1.313 5.977
C 2.224 1.617 7.308
H -2.228 2.071 1.940
H -1.496 2.716 0.456
H -1.691 3.727 1.924
H 0.806 4.115 1.811
H 0.833 3.081 0.330
H 2.981 3.400 1.586
H 2.623 1.727 1.373
H 1.853 3.260 3.803
H 4.396 2.650 3.454
H 3.743 1.062 3.774
H 3.100 3.306 5.665
H 4.530 2.247 5.931
H 3.105 1.724 7.946
H 1.612 0.813 7.707
H 1.713 2.578 7.422
C -0.486 -3.114 0.631
O -1.746 -3.653 0.265
C -1.660 -4.474 -0.876
C -3.018 -5.028 -1.212
N -3.999 -4.041 -1.649
C -5.302 -4.651 -1.854
C -6.328 -3.577 -2.183
O -6.304 -2.579 -1.197
C -7.376 -1.685 -1.256
H -0.621 -2.598 1.584
H -0.163 -2.400 -0.129
H 0.139 -3.978 0.885
H -0.937 -5.289 -0.746
H -1.254 -3.888 -1.715
H -3.330 -5.544 -0.286
H -2.946 -5.796 -1.986
H -4.059 -3.385 -0.874
H -5.616 -5.192 -0.951
H -5.232 -5.323 -2.711
H -7.332 -4.029 -2.199
H -6.213 -3.198 -3.206
H -7.157 -0.844 -0.601
H -8.335 -2.113 -0.942
H -7.525 -1.302 -2.273
```

Values from the calculation:
HOMO energy in eV: -10.13
LUMO in Eh: -0.1520
Net charge: +1

--- Q ---
Molecular formula: C19H48CaN3O7
Method: DFT, ωB97M-V/def2-TZVPD

The geometry in XYZ format:
```
78
C19H48CaN3O7 | OMol25 | ωB97M-V/def2-TZVPD
Ca 1.510 -0.188 -4.183
C -0.144 -0.758 -1.196
O 0.190 -0.164 -2.400
H 0.646 -0.633 -0.436
H -1.039 -0.307 -0.739
H -0.372 -1.835 -1.268
C -5.437 1.883 0.028
O -4.105 2.330 0.205
C -3.268 2.047 -0.881
C -1.920 2.682 -0.622
N -1.979 4.114 -0.415
C -0.672 4.697 -0.136
C 0.002 4.243 1.172
O -0.798 4.299 2.320
C -1.235 5.599 2.616
H -6.020 2.318 0.830
H -5.473 0.786 0.106
H -5.798 2.129 -0.976
H -3.717 2.415 -1.815
H -3.097 0.961 -0.955
H -1.274 2.473 -1.481
H -1.493 2.136 0.237
H -2.589 4.274 0.382
H -0.732 5.782 -0.199
H 0.024 4.319 -0.897
H 0.912 4.853 1.305
H 0.354 3.215 1.063
H -1.957 5.988 1.890
H -0.424 6.329 2.756
H -1.739 5.593 3.586
C 3.376 -1.058 -1.378
O 3.222 -1.044 -2.797
C 3.969 -2.094 -3.444
C 3.026 -3.202 -3.891
N 1.892 -2.608 -4.617
C 0.802 -3.491 -5.010
C -0.442 -2.641 -5.357
O -0.066 -1.350 -5.809
C 0.186 -1.157 -7.177
H 3.029 -2.003 -0.957
H 2.835 -0.224 -0.943
H 4.433 -0.939 -1.117
H 4.713 -2.474 -2.744
H 4.550 -1.622 -4.246
H 2.672 -3.670 -2.969
H 3.570 -3.963 -4.458
H 2.339 -2.301 -5.486
H 0.560 -4.276 -4.299
H 1.053 -4.024 -5.939
H -1.062 -2.514 -4.471
H -1.046 -3.154 -6.108
H 1.122 -1.568 -7.577
H 0.161 -0.085 -7.388
H -0.633 -1.558 -7.787
C -2.124 -0.419 3.268
O -0.968 -0.856 2.595
C 0.114 0.040 2.750
C 1.424 -0.714 2.580
N 1.544 -1.866 3.444
C 1.849 -1.534 4.846
C 1.505 -2.701 5.754
O 0.146 -2.785 6.094
C -0.255 -1.842 7.068
H -1.976 -0.408 4.355
H -2.937 -1.108 3.051
H -2.407 0.583 2.923
H 0.073 0.499 3.744
H 0.025 0.813 1.972
H 2.194 0.025 2.825
H 1.512 -1.000 1.530
H 0.632 -2.319 3.456
H 1.377 -0.596 5.175
H 2.926 -1.343 4.929
H 2.186 -2.700 6.615
H 1.721 -3.609 5.184
H -1.318 -1.977 7.263
H -0.214 -0.811 6.680
H 0.351 -1.932 7.972
```

Values from the calculation:
HOMO energy in eV: -10.15
LUMO in Eh: -0.1450
Net charge: +1

Which one is most stable, and which one is least stable? Q is the most stable of them, while P is the least stable.

--- P ---
Molecular formula: C4H11NO4
Method: DFT, ωB97M-V/def2-TZVPD

The geometry in XYZ format:
```
20
C4H11NO4 | OMol25 | ωB97M-V/def2-TZVPD
C -0.799 0.182 1.771
C -1.264 1.906 0.192
O -0.316 1.258 1.049
O -0.686 -1.064 1.053
H 0.370 -1.136 0.227
H -0.162 0.060 2.646
H -1.847 0.310 2.066
H -1.702 1.216 -0.533
H -0.712 2.672 -0.347
H -2.054 2.372 0.789
C 1.442 -1.315 -0.587
C -0.216 -0.688 -1.721
N 2.418 -0.246 -0.568
O -1.281 -1.180 -1.395
O 0.274 0.094 -2.464
H -1.316 -1.146 0.269
H 2.198 0.418 0.170
H 2.372 0.267 -1.441
H 1.633 -1.980 -1.429
H 1.647 -2.001 0.253
```

Values from the calculation:
HOMO energy in eV: -8.37
LUMO in Eh: 0.0243

--- Q ---
Molecular formula: C4H11NO4
Method: DFT, ωB97M-V/def2-TZVPD

The geometry in XYZ format:
```
20
C4H11NO4 | OMol25 | ωB97M-V/def2-TZVPD
C 1.371 -0.140 0.348
C -0.298 -0.245 0.586
C -0.893 0.326 -0.673
C -0.882 -0.587 -1.885
N -0.663 0.495 1.808
O 1.893 -0.313 -0.929
O 1.803 1.117 0.794
O 1.921 -1.130 1.170
O -2.399 0.513 -0.341
H 2.420 0.491 -1.070
H 1.075 1.435 1.367
H 2.812 -1.270 0.809
H -2.447 1.268 0.272
H -0.555 -1.301 0.712
H -0.536 1.331 -0.911
H -1.676 0.479 1.937
H -0.268 -0.003 2.610
H -1.730 -0.357 -2.537
H 0.031 -0.472 -2.473
H -0.979 -1.638 -1.595
```

Values from the calculation:
HOMO energy in eV: -10.28
Structure (SMILES): C[C@@H](O)[C@H](N)C(O)(O)O
LUMO in Eh: 0.0257

Which one is most stable, and which one is least stable? Q is the most stable of them, while P is the least stable.

--- P ---
Molecular formula: C4H15CoN2O
Method: DFT, ωB97M-V/def2-TZVPD

The geometry in XYZ format:
```
23
C4H15CoN2O | OMol25 | ωB97M-V/def2-TZVPD
C -1.365 2.040 -0.064
Co -0.008 -0.841 0.180
N 1.265 -1.821 -0.898
H -0.330 -0.123 -1.162
H 2.216 -1.460 -0.843
H -1.228 1.444 -0.988
H -1.823 2.995 -0.372
H -0.332 2.096 0.350
H -2.009 1.404 0.591
H 1.310 -2.745 -0.553
H 1.072 -1.908 -1.890
C -0.096 -1.429 4.510
N 1.208 -1.161 3.938
C 2.437 -1.244 4.655
C 1.246 -0.851 2.638
O 0.081 -0.870 2.057
H 0.106 -1.691 5.554
H -0.588 -2.258 3.966
H -0.725 -0.521 4.435
H 3.116 -1.992 4.239
H 2.975 -0.294 4.660
H 2.190 -1.517 5.672
H 2.172 -0.592 2.096
```

Values from the calculation:
HOMO energy (alpha / beta) in eV: 0.19 / -1.70
Multiplicity: 4
LUMO (alpha / beta) in Eh: 0.1380 / 0.1329
Expectation value of S²: 3.788
Net charge: -1

--- Q ---
Molecular formula: C4H15CoN2O
Method: DFT, ωB97M-V/def2-TZVPD

The geometry in XYZ format:
```
23
C4H15CoN2O | OMol25 | ωB97M-V/def2-TZVPD
C 1.760 0.113 1.744
Co 0.113 -1.220 0.439
N 1.546 -0.975 -1.141
H 0.649 0.021 1.610
H -1.080 -2.160 0.522
H 1.954 0.231 2.810
H 2.116 1.027 1.257
H 2.298 -0.768 1.371
H 1.270 -0.063 -1.506
H 1.392 -1.657 -1.875
H 2.541 -0.956 -0.911
C -2.153 1.970 -0.680
N -2.755 0.828 -1.361
C -4.082 0.936 -1.932
C -2.082 -0.319 -1.482
O -0.867 -0.408 -1.172
H -2.807 2.821 -0.857
H -1.155 2.172 -1.082
H -2.072 1.798 0.401
H -4.056 0.607 -2.981
H -4.795 0.292 -1.397
H -4.388 1.981 -1.868
H -2.654 -1.184 -1.879
```

Values from the calculation:
HOMO energy (alpha / beta) in eV: 0.96 / -2.90
Multiplicity: 4
LUMO (alpha / beta) in Eh: 0.1219 / 0.1209
Expectation value of S²: 3.768
Net charge: -1

Which one is most stable, and which one is least stable? Q is the most stable of them, while P is the least stable.

--- P ---
Molecular formula: C29H27BN9O3ReS
Method: DFT, ωB97M-V/def2-TZVPD

The geometry in XYZ format:
```
71
C29H27BN9O3ReS | OMol25 | ωB97M-V/def2-TZVPD
Re 0.724 0.075 -0.603
O -2.526 4.287 -0.155
C -1.976 4.185 1.065
C -2.586 4.904 2.094
C -2.088 4.851 3.377
C -0.966 4.076 3.679
C -0.365 3.356 2.672
C -0.851 3.393 1.357
C -0.205 2.546 0.351
O 0.654 1.614 0.739
N -0.538 2.684 -0.901
N 0.122 1.708 -1.642
C 0.349 1.941 -2.895
C 1.298 1.205 -3.652
C 1.333 1.361 -5.055
C 2.342 0.809 -5.796
C 3.379 0.127 -5.137
C 3.389 -0.009 -3.770
C 2.335 0.501 -3.000
O 2.383 0.330 -1.682
H -1.976 3.779 -0.784
H -3.452 5.505 1.848
H -2.573 5.424 4.157
H -0.574 4.047 4.687
H 0.505 2.745 2.874
H -0.147 2.803 -3.333
H 0.539 1.921 -5.536
H 2.354 0.916 -6.871
H 4.191 -0.295 -5.716
H 4.190 -0.524 -3.256
B -2.054 -0.764 -2.366
N -0.827 -1.729 -2.485
C -0.721 -2.808 -3.253
C 0.561 -3.340 -3.133
C 1.202 -2.503 -2.243
N 0.362 -1.519 -1.862
N -2.262 -0.450 -0.843
C -3.432 -0.308 -0.226
C -3.215 0.066 1.095
C -1.841 0.129 1.216
N -1.265 -0.178 0.039
H -1.849 0.254 -2.984
H -3.023 -1.364 -2.752
H -1.566 -3.135 -3.838
H 0.960 -4.212 -3.622
H 2.200 -2.542 -1.837
H -4.350 -0.475 -0.767
H -3.953 0.267 1.853
H -1.230 0.394 2.063
C 4.065 -0.200 3.226
N 2.816 -0.950 3.361
C 2.256 -1.355 4.557
C 1.109 -1.983 4.261
N 0.979 -1.975 2.876
C 2.038 -1.324 2.329
S 2.500 -0.975 0.710
C -0.118 -2.615 2.196
C -1.351 -2.705 2.825
C -2.363 -3.362 2.147
C -2.106 -3.886 0.889
C -0.839 -3.718 0.358
N 0.146 -3.093 1.004
H 4.502 -0.099 4.214
H 3.862 0.781 2.804
H 4.751 -0.731 2.573
H 2.726 -1.163 5.506
H 0.411 -2.486 4.904
H -1.538 -2.249 3.787
H -3.344 -3.448 2.595
H -2.868 -4.411 0.330
H -0.591 -4.104 -0.625
```

Values from the calculation:
HOMO energy (alpha / beta) in eV: -10.55 / -10.56
Multiplicity: 2
LUMO (alpha / beta) in Eh: -0.1568 / -0.1473
Expectation value of S²: 0.804
Net charge: +1

--- Q ---
Molecular formula: C29H27BN9O3ReS
Method: DFT, ωB97M-V/def2-TZVPD

The geometry in XYZ format:
```
71
C29H27BN9O3ReS | OMol25 | ωB97M-V/def2-TZVPD
Re -0.018 0.434 0.257
O 5.616 0.371 0.440
C 5.283 -0.297 -0.675
C 6.322 -0.838 -1.433
C 6.052 -1.530 -2.593
C 4.739 -1.707 -3.033
C 3.707 -1.184 -2.286
C 3.956 -0.480 -1.101
C 2.829 0.052 -0.338
O 1.624 -0.258 -0.733
N 3.015 0.813 0.695
N 1.793 1.112 1.278
C 1.870 1.659 2.439
C 0.739 1.937 3.289
C 0.886 2.137 4.661
C -0.235 2.335 5.446
C -1.497 2.350 4.859
C -1.660 2.183 3.491
C -0.534 1.981 2.710
O -0.600 1.912 1.366
H 4.808 0.755 0.832
H 7.336 -0.690 -1.086
H 6.872 -1.937 -3.170
H 4.536 -2.243 -3.949
H 2.680 -1.304 -2.605
H 2.872 1.847 2.817
H 1.873 2.119 5.107
H -0.132 2.480 6.513
H -2.370 2.507 5.480
H -2.635 2.222 3.024
B -2.388 -1.975 1.230
N -1.148 -1.716 2.145
C -0.880 -2.464 3.216
C 0.451 -2.306 3.570
C 0.946 -1.408 2.644
N -0.021 -1.043 1.783
N -2.951 -0.630 0.710
C -4.240 -0.309 0.597
C -4.341 0.972 0.072
C -3.030 1.375 -0.104
N -2.194 0.392 0.263
H -2.075 -2.677 0.300
H -3.232 -2.487 1.913
H -1.655 -3.076 3.646
H 0.976 -2.769 4.385
H 1.940 -1.003 2.555
H -4.997 -0.999 0.930
H -5.236 1.539 -0.111
H -2.632 2.330 -0.405
C -1.827 3.733 -3.414
N -2.086 2.306 -3.268
C -3.159 1.619 -3.810
C -3.052 0.341 -3.420
N -1.900 0.240 -2.638
C -1.326 1.477 -2.537
S 0.008 2.003 -1.622
C -1.313 -1.015 -2.321
C -1.537 -2.064 -3.203
C -0.965 -3.293 -2.946
C -0.159 -3.432 -1.831
C 0.025 -2.341 -1.016
N -0.554 -1.144 -1.234
H -2.490 4.123 -4.181
H -0.793 3.891 -3.710
H -2.008 4.244 -2.470
H -3.912 2.113 -4.396
H -3.709 -0.493 -3.575
H -2.113 -1.902 -4.100
H -1.128 -4.120 -3.624
H 0.326 -4.366 -1.587
H 0.653 -2.406 -0.143
```

Values from the calculation:
HOMO energy (alpha / beta) in eV: -10.43 / -10.37
Multiplicity: 2
LUMO (alpha / beta) in Eh: -0.1083 / -0.1276
Expectation value of S²: 0.755
Net charge: +1

Which one is most stable, and which one is least stable? Q is the most stable of them, while P is the least stable.